# 1
# C20H47FeN6O11P

A structure of composition C20H47FeN6O11P (the ωB97M-V functional and the def2-TZVPD basis, the OMol25 dataset).

Geometry as XYZ:
```
86
Properties=species:S:1:pos:R:3:forces:R:3
Fe 2.706 2.579 -1.740 -2.530 0.597 -2.364
P 2.047 4.280 -3.737 0.230 -2.643 -1.636
O 3.185 4.698 -4.668 -0.341 1.421 0.988
O -3.507 1.057 -3.898 0.115 -0.033 0.083
O 2.859 3.223 0.241 0.870 -0.919 0.679
O -4.204 2.641 4.705 0.057 0.024 0.151
O 6.466 -3.031 -2.326 -0.136 0.039 -0.028
O 0.986 0.769 4.111 -0.115 -0.229 -0.072
O 1.006 1.296 -1.584 0.563 -0.273 1.070
O 0.639 4.435 -4.271 0.097 0.972 0.399
O 2.320 2.679 -3.604 0.892 -1.460 0.649
O 1.063 -4.561 0.451 -0.422 -0.179 0.212
O 2.159 4.486 -2.163 0.674 1.551 0.912
N 1.645 -1.106 2.976 0.134 -0.004 0.269
N -0.251 -4.705 -1.399 0.315 -0.357 -0.032
N -5.144 0.833 -2.320 0.208 -0.095 0.600
N 1.584 4.488 1.588 0.596 0.970 -0.159
N -2.909 2.017 2.924 0.570 0.323 0.820
N 4.283 -3.047 -1.724 -0.182 1.104 -1.036
C 0.683 -1.982 3.600 0.664 -0.924 0.233
C -4.575 1.367 -3.447 -0.552 -0.075 -0.325
C -3.598 2.832 1.967 -0.399 0.232 -0.586
C -1.045 -4.044 -2.411 -0.916 0.577 0.256
C 3.085 -2.239 -1.513 -0.359 -1.440 1.036
C 1.665 0.213 3.261 -0.122 0.419 -0.113
C 4.381 -4.313 -1.048 0.255 -0.059 0.203
C -4.443 -0.258 -1.687 0.564 -0.658 0.012
C -1.935 1.061 2.438 -0.857 -0.970 -0.920
C -3.288 2.001 4.220 0.145 -0.212 -0.457
C 2.684 -1.717 2.191 0.587 0.114 -0.688
C 5.373 -2.477 -2.275 0.868 -0.609 0.131
C -6.560 0.867 -2.131 -1.173 0.243 -0.690
C -0.159 -6.141 -1.459 -1.330 -0.768 -0.529
C 0.281 -4.059 -0.344 0.979 0.392 -0.243
C 0.303 3.991 1.113 0.325 -1.220 1.250
C -0.388 -0.287 -0.322 0.030 0.238 0.286
C 2.764 4.088 1.089 -1.184 0.995 -1.004
C 0.902 0.550 -0.454 0.193 0.109 -0.279
C 1.533 5.670 2.432 -1.459 -0.891 0.643
H -1.241 0.647 3.165 0.075 0.659 0.313
H 2.495 6.128 2.630 0.132 -0.101 -0.105
H -2.085 -3.952 -2.070 0.005 -0.036 -0.091
H -4.788 -0.485 -0.677 -0.296 0.415 -0.011
H -4.543 -1.191 -2.259 -0.038 0.066 -0.089
H 0.512 -6.547 -2.220 0.525 0.304 0.276
H 5.095 -4.968 -1.543 -0.055 0.102 -0.218
H 2.187 -2.750 -1.876 0.177 0.072 -0.515
H -1.139 -6.516 -1.793 -0.004 0.123 0.082
H 1.178 -2.926 3.861 0.186 0.187 0.165
H -4.303 2.223 1.389 -0.039 0.079 -0.033
H -0.091 -2.330 2.911 -0.306 0.601 0.031
H -0.377 4.826 0.981 0.011 -0.043 -0.597
H 1.718 -0.215 -0.398 0.029 0.071 0.473
H -2.489 0.184 2.064 0.096 0.036 -0.146
H 0.057 -2.985 -0.307 -0.240 -0.055 -0.045
H -4.146 3.633 2.455 -0.057 -0.176 0.246
H 2.939 -2.289 -0.433 -0.129 0.787 0.016
H 3.574 4.758 1.411 0.353 -0.463 0.065
H -5.261 2.084 -3.940 0.159 0.134 0.069
H -6.877 0.938 -1.091 0.325 -0.166 0.120
H -1.279 0.260 -0.642 0.156 0.056 -0.254
H 0.337 -1.529 4.524 -0.437 0.082 -0.198
H 3.398 -2.329 2.756 -0.495 -0.214 0.382
H 4.771 -4.167 -0.032 -0.239 -0.080 0.079
H -0.270 -1.202 -0.904 -0.330 0.076 -0.168
H 3.400 -4.784 -1.012 -0.010 0.012 0.114
H -0.546 -0.531 0.738 0.085 -0.365 -0.059
H 3.343 -0.972 1.739 -0.446 0.274 -0.142
H 1.044 5.335 3.360 0.460 0.304 0.282
H -0.021 -6.590 -0.482 0.537 0.203 0.045
H -7.038 1.715 -2.633 0.485 0.230 0.025
H -3.377 -0.048 -1.624 -0.028 0.148 -0.132
H -0.093 3.357 1.924 -0.220 0.247 -0.016
H -7.073 0.017 -2.609 0.191 -0.264 0.334
H 2.246 -2.317 1.396 0.040 -0.141 0.070
H -1.421 1.453 1.563 0.272 0.164 0.228
H 3.120 -1.229 -1.900 0.268 0.123 -0.056
H 2.324 0.788 2.592 0.221 -0.120 0.117
H 0.983 1.161 0.483 0.045 -0.128 0.098
H -2.923 3.309 1.254 0.244 -0.236 0.079
H 0.809 6.393 2.046 0.401 0.169 -0.430
H -2.653 1.291 4.779 -0.117 0.137 0.278
H -0.708 -3.032 -2.632 0.255 -0.071 0.100
H 5.255 -1.461 -2.670 -0.418 0.010 0.011
H 0.442 3.291 0.289 -0.047 0.641 -0.570
H -1.081 -4.601 -3.344 0.362 -0.152 0.057
```
Positions in Å, forces in eV/Å.

Output
multiplicity	5
M	634.45	g/mol
expectation value of S²	6.059
HOMO level (spin up / spin down)	0.0091 / 0.0103	Eh
total charge	-2
strongest force on any atom	3.51	eV/Å

For each atom in turn, the Löwdin charge in e is: Fe 0.744; P -0.049; O -0.494; O 0.074; O -0.068; O -0.013; O -0.027; O -0.020; O -0.297; O -0.464; O -0.519; O -0.017; O -0.509; N -0.178; N -0.186; N -0.203; N -0.166; N -0.187; N -0.187; C -0.048; C -0.341; C -0.045; C -0.050; C -0.035; C -0.339; C -0.051; C -0.065; C -0.065; C -0.350; C -0.070; C -0.334; C -0.102; C -0.063; C -0.344; C -0.012; C -0.093; C -0.290; C -0.506; C -0.062; H 0.065; H 0.079; H 0.089; H 0.081; H 0.091; H 0.090; H 0.081; H 0.082; H 0.084; H 0.085; H 0.089; H 0.086; H 0.092; H 0.066; H 0.090; H 0.109; H 0.084; H 0.048; H 0.141; H 0.132; H 0.081; H 0.060; H 0.083; H 0.092; H 0.096; H 0.027; H 0.075; H 0.037; H 0.093; H 0.087; H 0.084; H 0.080; H 0.074; H 0.080; H 0.086; H 0.056; H 0.068; H 0.095; H 0.134; H 0.065; H 0.090; H 0.085; H 0.135; H 0.092; H 0.141; H 0.086; H 0.087


# 2
# C28H48BMnO26

A structure of composition C28H48BMnO26 (the ωB97M-V functional and the def2-TZVPD basis, the OMol25 dataset).

Geometry as XYZ:
```
104
Properties=species:S:1:pos:R:3:forces:R:3
Mn -0.020 0.381 0.119 0.538 -0.434 -0.068
O 1.173 3.265 -3.044 -0.446 -0.036 1.249
O -4.181 1.798 0.358 0.343 -1.359 -1.898
O -0.989 -0.548 1.774 -1.313 -0.715 3.193
O 0.784 -4.548 -0.171 -0.469 1.874 0.341
O 1.349 -8.783 0.821 0.712 2.226 -0.276
O 2.285 0.683 3.944 -0.056 -0.561 -1.773
O 2.644 -6.003 -0.817 -0.133 -0.628 0.798
O -1.087 0.485 -3.963 1.008 -2.595 3.505
O 0.172 4.450 -1.645 0.205 -1.401 0.119
O -2.843 -1.533 2.593 0.526 0.398 3.193
O -1.565 -0.476 4.071 1.561 0.328 -3.949
O 3.234 -8.201 -1.305 -1.971 3.282 2.118
O -0.672 -0.356 -1.849 -0.716 -1.039 -3.819
O -3.710 0.381 -1.339 3.318 2.171 2.247
O -1.233 -1.843 -3.597 0.378 4.438 -0.417
O 1.322 -6.542 1.071 0.178 1.941 0.699
O 1.298 1.028 1.911 -0.589 0.208 -0.968
O 1.908 -0.053 -0.567 4.193 -1.421 -2.796
O 0.118 -2.380 0.119 -0.758 0.746 -0.290
O -1.987 1.230 0.014 -2.621 0.313 -1.187
O 4.076 -0.307 -1.481 -2.843 -1.743 -2.110
O 2.375 -1.332 -2.398 0.233 0.639 -0.108
O 2.743 2.562 2.798 -2.363 -1.869 -1.363
O 2.786 -4.444 1.063 -1.156 0.252 0.335
O 0.601 2.214 -1.059 -0.599 2.363 -1.108
O 2.479 -2.397 2.015 -0.889 -1.738 -1.855
C -0.942 -0.595 -3.045 -0.675 0.295 0.241
C -5.063 0.410 -1.686 -1.521 -0.899 -1.088
C -1.706 -0.871 2.737 -0.780 1.127 -0.076
C 0.543 5.309 0.675 -0.251 -1.042 -0.742
C 2.130 -3.306 1.256 1.006 1.255 1.191
C -2.873 -0.152 -5.542 1.242 -0.455 0.789
C -3.339 -2.002 1.413 0.730 -1.083 -2.954
C 4.666 0.515 -0.627 1.888 3.646 3.626
C -0.420 4.922 -0.461 -0.686 2.270 0.889
C -2.013 -0.307 6.410 0.069 1.122 -0.618
C 1.716 -7.652 0.531 -0.775 -3.786 0.074
C 0.844 -3.297 0.330 1.973 -2.915 0.338
C 2.031 1.363 2.786 2.619 1.169 3.646
C 2.136 2.302 -3.337 0.435 -2.533 -0.441
C -5.347 3.419 1.750 1.328 -1.681 -0.904
C 0.584 3.199 -1.807 1.590 -0.030 -0.623
C -1.012 -3.006 -2.880 0.214 -1.752 1.786
C -3.984 2.897 1.260 0.341 -0.058 0.275
C 4.082 4.384 3.298 0.727 0.285 -0.249
C 2.632 -7.339 -0.630 2.372 -2.496 -2.852
C -2.522 -0.736 5.058 -1.361 -1.856 1.331
C 2.471 -2.630 -4.513 -1.230 0.241 0.525
C -3.175 1.191 -0.329 -1.411 -0.594 0.787
C 3.609 3.084 3.825 0.016 -1.530 -0.347
C -1.375 0.283 -5.322 -1.358 -0.595 -1.486
C 1.493 -0.543 4.206 -1.671 1.216 0.335
C 2.762 -0.494 -1.407 -2.263 -0.945 0.112
C 3.266 -1.765 -3.530 0.523 -1.180 -0.406
B 1.911 -5.412 0.323 -0.093 0.302 -0.840
H -5.815 2.562 2.234 -0.164 0.221 0.339
H -1.299 4.342 -0.179 0.313 -0.336 0.172
H -1.029 -0.731 6.608 -0.224 -0.032 0.333
H 4.033 -2.468 -3.205 0.058 0.411 0.913
H -1.236 -3.883 -3.488 0.376 0.405 -0.589
H -3.709 -1.169 0.816 -0.337 -0.269 -0.062
H 3.355 5.075 2.872 -0.293 -0.020 0.696
H -3.503 -0.289 4.903 0.148 0.264 -0.621
H 0.638 -0.087 4.704 0.068 -0.500 0.504
H 4.484 2.434 3.818 -0.026 -0.194 0.517
H 2.991 -3.055 -5.372 0.726 0.452 0.275
H -5.698 -0.008 -0.906 0.068 0.140 0.012
H -3.415 3.611 0.665 0.084 0.351 0.551
H -3.162 -0.031 -6.586 -0.297 0.312 0.312
H 1.617 -2.103 -4.938 -0.139 0.108 0.097
H 1.025 -1.045 3.360 0.964 0.353 -0.478
H 2.250 2.147 -4.409 -0.251 0.638 -0.042
H 2.101 -3.503 -3.976 -0.178 0.030 0.081
H 4.676 4.775 4.125 0.060 0.699 -0.331
H -3.034 -1.191 -5.253 0.611 -0.382 -0.532
H -5.072 -0.242 -2.560 -0.192 -0.430 0.230
H 3.138 2.410 -2.922 -0.089 0.944 0.269
H 1.821 1.323 -2.975 -0.308 -0.075 0.095
H 3.809 -0.970 -4.040 -0.521 0.563 0.454
H 4.735 4.146 2.459 0.273 0.204 0.063
H 0.999 4.372 0.994 0.433 0.398 0.635
H -0.769 5.907 -0.771 -0.594 -0.202 -0.309
H 3.171 3.073 4.824 -0.346 0.103 -0.230
H -0.686 -0.390 -5.831 -0.004 -0.540 0.442
H -4.028 -2.842 1.511 -0.510 0.656 0.796
H 1.966 -1.286 4.849 0.658 0.630 -0.226
H 0.001 -3.043 -2.480 -0.075 -0.086 -0.089
H -1.957 0.781 6.379 0.433 0.139 0.234
H -5.101 4.197 2.473 -0.693 0.286 -0.349
H -3.434 2.500 2.114 0.403 0.328 -0.059
H -2.775 -0.510 7.162 0.276 -0.445 0.043
H -1.115 1.232 -5.791 -0.559 0.258 0.179
H -2.686 -1.811 5.123 -0.107 -0.137 -0.315
H -5.937 3.605 0.852 -0.178 0.901 0.414
H 4.081 1.379 -0.313 -0.816 -0.117 -0.130
H 1.259 6.053 0.323 0.248 -0.379 -0.203
H -0.003 5.836 1.457 -0.174 -0.478 0.155
H -5.515 1.303 -2.116 0.622 0.702 0.699
H 4.910 0.030 0.318 0.385 -0.240 -0.147
H -3.511 0.269 -4.765 -0.131 1.114 -0.574
H -1.709 -3.144 -2.054 0.029 0.561 0.281
H 5.519 1.041 -1.057 0.347 -0.825 -0.263
H -2.544 -2.505 0.863 0.356 0.383 -0.372
```
Positions in Å, forces in eV/Å.

Output
multiplicity	6
ΔE to the lowest compared entry with this formula, charge and spin	1.9806	eV
M	866.42	g/mol
expectation value of S²	8.752
HOMO level (spin up / spin down)	-0.3958 / -0.3958	Eh
total charge	+1
strongest force on any atom	5.48	eV/Å

Atom charges from the Löwdin analysis, given in e for atoms 1 to 99: Mn 0.996; O 0.025; O 0.000; O 0.028; O 0.205; O 0.143; O 0.007; O 0.211; O 0.004; O 0.068; O 0.021; O 0.016; O 0.118; O 0.040; O -0.018; O -0.018; O 0.244; O 0.098; O -0.002; O 0.103; O 0.045; O 0.039; O 0.034; O -0.003; O 0.231; O 0.065; O 0.102; C -0.343; C -0.062; C -0.403; C -0.038; C -0.325; C -0.035; C -0.024; C -0.090; C -0.205; C -0.054; C -0.406; C -0.340; C -0.478; C -0.052; C -0.032; C -0.450; C -0.051; C -0.192; C -0.070; C -0.326; C -0.255; C -0.055; C -0.416; C -0.228; C -0.216; C 0.008; C -0.443; C -0.141; B -0.816; H 0.082; H 0.110; H 0.085; H 0.126; H 0.112; H 0.094; H 0.080; H 0.131; H 0.074; H 0.129; H 0.091; H 0.105; H 0.117; H 0.083; H 0.066; H 0.061; H 0.109; H 0.081; H 0.093; H 0.063; H 0.098; H 0.105; H 0.072; H 0.124; H 0.083; H 0.067; H 0.126; H 0.131; H 0.118; H 0.118; H 0.109; H 0.084; H 0.082; H 0.092; H 0.126; H 0.092; H 0.123; H 0.131; H 0.087; H 0.101; H 0.087; H 0.086; H 0.107


# 3
# C3H7NO2

An isolated molecule of C3H7NO2 (the ωB97M-V functional and the def2-TZVPD basis, the OMol25 dataset).

Geometry as XYZ:
```
13
Properties=species:S:1:pos:R:3:forces:R:3
O 1.005 0.899 1.520 -1.098 0.090 -1.085
O 0.365 -0.792 0.155 -1.163 0.831 0.376
N 0.144 0.520 0.669 1.406 0.286 2.592
C -1.685 0.492 -0.842 1.706 -2.354 -0.115
C 1.699 -1.209 0.268 1.554 1.611 -3.643
C -0.963 1.087 0.324 0.091 0.126 -1.048
H -2.714 0.622 -0.722 -1.692 1.529 -0.732
H 1.856 -2.034 0.876 -0.127 -1.426 1.510
H -1.166 2.148 0.601 0.518 -1.270 0.270
H -1.084 0.834 -1.752 -1.709 -0.543 0.693
H 2.417 -0.385 0.517 -0.899 -0.745 -0.095
H -1.752 -0.663 -0.796 1.017 1.737 -0.163
H 1.878 -1.518 -0.818 0.397 0.128 1.440
```
Positions in Å, forces in eV/Å.

Output
multiplicity	1
structure (SMILES)	C/C=[N+](/[O-])OC
ΔE to the lowest compared entry with this formula, charge and spin	5.5918	eV
M	89.09	g/mol
HOMO level	-0.3232	Eh
strongest force on any atom	4.28	eV/Å

For each atom in turn, the Löwdin charge in e is: O -0.058; O -0.107; N -0.271; C -0.078; C -0.078; C -0.092; H 0.040; H 0.056; H 0.149; H 0.114; H 0.104; H 0.107; H 0.114


# 4
# C2H11NO4

A cluster of 4 separate species, C2H11NO4 in total (the ωB97M-V functional and the def2-TZVPD basis, the OMol25 dataset).

Geometry as XYZ:
```
18
Properties=species:S:1:pos:R:3:forces:R:3
O 1.736 -1.431 -0.300 0.343 0.061 0.666
O 0.516 0.952 -2.151 1.461 -0.013 -0.150
O 2.683 1.231 -0.389 -0.353 -0.583 -0.902
O -2.120 1.779 1.670 -0.407 -0.080 0.393
N -0.312 -0.708 0.243 -2.168 -0.712 0.682
C -1.717 -1.168 0.453 2.117 -1.049 1.066
C 0.679 -1.603 0.306 1.509 0.831 -1.887
H -1.210 2.065 1.588 0.126 0.006 -0.319
H 1.394 1.170 -1.753 -0.827 0.440 0.620
H -2.455 1.541 0.802 0.273 0.161 -0.055
H -1.707 -2.252 0.320 -0.310 0.005 -0.521
H 2.533 0.383 0.058 0.086 0.044 -0.087
H 2.993 1.889 0.208 0.336 0.495 0.829
H 0.910 0.362 -2.807 -0.823 -0.336 -0.360
H -2.342 -0.701 -0.293 -0.460 0.155 0.391
H -1.900 -1.089 1.526 -1.011 0.793 -0.330
H -0.272 0.123 -0.327 0.998 -0.223 -0.435
H 0.591 -2.545 0.846 -0.890 0.003 0.397
```
Positions in Å, forces in eV/Å.

Output
multiplicity	1
structure (SMILES)	CNC=O.O.O.O
ΔE to the lowest compared entry with this formula, charge and spin	1.3766	eV
M	113.11	g/mol
HOMO level	-0.3603	Eh
strongest force on any atom	2.59	eV/Å

For each atom in turn, the Löwdin charge in e is: O -0.026; O -0.087; O -0.047; O -0.052; N -0.008; C -0.068; C -0.353; H 0.033; H 0.011; H 0.024; H 0.073; H 0.023; H 0.034; H 0.047; H 0.085; H 0.081; H 0.093; H 0.137